one:
The following is a DFT calculation (the ωB97M-V functional and the def2-TZVPD basis) of a 6-piece molecular cluster, C12H24O24S6 overall.

Computed properties:
* HOMO level: -11.03 eV
* Kohn-Sham gap: 11.31 eV

Structure (XYZ):
```
66
Properties=species:S:1:pos:R:3:mulliken_charge:R:1
O -4.39041 -0.96017 -3.49789 -0.586
S -3.37391 -0.13059 -2.96153 1.095
O -3.41078 0.14887 -1.56560 -0.493
O -1.91359 -0.64307 -3.34868 -0.243
C -1.12425 0.38525 -3.95512 0.028
C -1.96438 1.66108 -4.02155 -0.175
O -3.31976 1.24192 -3.78824 -0.376
H -0.33569 0.58567 -3.23467 -0.025
H -0.67458 0.05750 -4.88747 0.331
H -1.94220 2.17185 -4.98080 0.302
H -1.66863 2.37851 -3.25645 0.169
O 3.62197 7.20626 -2.76294 -0.562
S 2.49192 6.51838 -2.26116 1.085
O 2.17803 5.23801 -2.79637 -0.463
O 2.48273 6.46227 -0.68144 -0.317
C 1.18733 6.55555 -0.11518 0.039
C 0.41057 7.43635 -1.13005 -0.246
O 1.20899 7.49944 -2.32033 -0.327
H 0.73594 5.57246 -0.01534 0.001
H 1.33692 7.07327 0.82670 0.308
H 0.26282 8.46192 -0.80125 0.251
H -0.54142 6.98882 -1.40976 0.259
O 0.74191 -2.52742 3.72816 -0.379
S -0.13237 -2.15558 4.78480 0.999
O 0.41323 -1.87042 6.06716 -0.598
O -0.98926 -0.90201 4.28596 -0.279
C -2.40804 -1.08544 4.52317 -0.376
C -2.61049 -2.59720 4.60866 -0.119
O -1.36472 -3.15892 5.02800 -0.322
H -2.56848 -0.60831 5.48908 0.347
H -2.93839 -0.63503 3.69172 0.285
H -2.89559 -3.01812 3.65195 0.053
H -3.36863 -2.80460 5.36096 0.336
O 1.13877 3.19131 0.26443 -0.530
S 0.86766 2.03239 -0.51263 0.866
O 1.03340 2.04298 -1.91783 -0.503
O 1.40147 0.68604 0.15398 -0.131
C 0.65680 0.38764 1.32154 0.274
C -0.77211 0.68873 0.85718 0.115
O -0.65851 1.54342 -0.27141 -0.293
H 0.72275 -0.67243 1.55459 -0.219
H 0.90968 0.97619 2.20365 0.173
H -1.39211 1.16671 1.61516 0.258
H -1.26961 -0.21785 0.51592 -0.095
O -1.55567 -2.51933 1.82612 -0.231
S -1.98529 -3.48158 0.87729 0.994
O -3.30562 -4.00604 0.86354 -0.681
O -1.58728 -2.88571 -0.54194 -0.117
C -1.11214 -3.89138 -1.42895 -0.047
C -0.98581 -5.17577 -0.58332 -0.499
O -0.90297 -4.66138 0.75158 -0.356
H -1.74213 -4.04982 -2.30116 0.305
H -0.12204 -3.55633 -1.72839 0.000
H -0.07726 -5.71944 -0.82156 0.328
H -1.85828 -5.82946 -0.59894 0.328
O 2.19135 -2.56120 -2.25177 -0.526
S 2.84442 -3.16351 -1.14543 1.075
O 2.82885 -4.57053 -0.95537 -0.552
O 4.35665 -2.59888 -1.04560 -0.371
C 4.53344 -1.75931 0.09542 -0.271
C 3.47663 -2.22398 1.06207 -0.440
O 2.35497 -2.40904 0.19305 -0.032
H 5.53103 -1.87320 0.51533 0.324
H 4.38539 -0.72181 -0.20855 0.237
H 3.18896 -1.54457 1.85900 0.307
H 3.76785 -3.16936 1.52848 0.304
```


two:
The following is a DFT calculation (the ωB97M-V functional and the def2-TZVPD basis) of a 6-piece molecular cluster, C12H24O24S6 overall.

Computed properties:
* HOMO level: -10.83 eV
* Kohn-Sham gap: 10.86 eV

Structure (XYZ):
```
66
Properties=species:S:1:pos:R:3:mulliken_charge:R:1
O 1.13441 -5.81026 -4.34163 -0.523
S 2.04161 -4.89273 -3.73482 1.045
O 3.11031 -5.39952 -2.92691 -0.504
O 2.69975 -3.75516 -4.79599 -0.361
C 3.07370 -2.63122 -4.14155 -0.195
C 1.95832 -2.43081 -3.18074 -0.002
O 1.29373 -3.62891 -2.92746 -0.265
H 3.99317 -2.73597 -3.56560 0.257
H 3.12848 -1.85334 -4.90312 0.285
H 1.13844 -1.77717 -3.47850 0.298
H 2.25647 -1.99003 -2.22946 -0.053
O 5.26394 2.94823 5.79472 -0.563
S 5.32578 1.68661 5.02770 1.097
O 6.51279 0.85401 5.21697 -0.502
O 3.98162 0.72703 5.25165 -0.366
C 2.99054 0.86901 4.28006 -0.141
C 3.67033 1.62251 3.11046 0.179
O 5.05262 2.03172 3.46935 -0.330
H 2.62373 -0.09528 3.92837 0.265
H 2.17120 1.50869 4.60810 0.295
H 3.10403 2.44934 2.68180 0.317
H 3.70818 0.95432 2.25013 -0.240
O 2.21496 0.47757 0.13765 -0.538
S 0.83096 -0.05843 0.12267 1.300
O 0.45705 -1.43451 -0.13779 -0.535
O -0.07466 0.44309 1.42383 -0.402
C -1.36814 0.86469 0.97271 -0.157
C -1.39387 0.88168 -0.49107 -0.203
O -0.08334 0.98725 -0.87616 -0.439
H -2.22942 0.46404 1.50729 0.346
H -1.43875 1.89957 1.30755 0.192
H -1.86942 1.79959 -0.83659 0.337
H -1.92154 0.07441 -0.99899 0.130
O 8.18445 -2.76403 1.80523 -0.500
S 6.85307 -2.80922 2.36476 1.050
O 6.67766 -3.07805 3.79309 -0.493
O 5.93915 -1.42851 2.00861 -0.317
C 5.01246 -1.52764 0.98150 -0.081
C 5.40096 -2.87632 0.35324 -0.290
O 5.70027 -3.63378 1.39602 -0.366
H 3.99492 -1.54177 1.37201 0.154
H 5.17808 -0.68216 0.31380 0.245
H 6.25315 -2.93642 -0.32370 0.326
H 4.49117 -3.25147 -0.11542 0.247
O -4.05917 1.08136 -3.85386 -0.607
S -4.50099 -0.19290 -3.27738 1.255
O -3.67534 -1.00135 -2.38716 -0.501
O -5.93685 0.22352 -2.65488 -0.285
C -7.04047 -0.01432 -3.37422 -0.222
C -6.43935 -0.39487 -4.80715 -0.439
O -5.20157 -1.01486 -4.48422 -0.336
H -7.59955 -0.86459 -2.98363 0.273
H -7.61362 0.91280 -3.38068 0.271
H -6.18352 0.47981 -5.40513 0.280
H -6.99879 -1.04393 -5.48083 0.316
O -4.56087 2.15963 -0.08828 -0.353
S -4.54696 3.12888 0.99369 1.108
O -3.25652 3.54852 1.52970 -0.586
O -5.47931 4.38016 0.74306 -0.329
C -5.99374 4.97968 1.88569 -0.330
C -6.37556 3.78746 2.71851 -0.288
O -5.54249 2.70688 2.32303 -0.373
H -5.42021 5.69321 2.47732 0.292
H -6.95025 5.44967 1.65695 0.307
H -7.40065 3.43566 2.60221 0.257
H -6.26656 4.03892 3.77349 0.294
```


Stability, lowest: two


one:
The following is a DFT calculation (the ωB97M-V functional and the def2-TZVPD basis) of CH2F2NO2S as an isolated structure.

Computed properties:
* charge: -1
* HOMO level: -3.66 eV
* Kohn-Sham gap: 7.61 eV

Structure (XYZ):
```
9
Properties=species:S:1:pos:R:3:mulliken_charge:R:1
C -1.22769 0.96434 -0.23784 0.335
N 0.37768 0.04257 -0.75091 -0.439
O 2.61409 1.27109 -0.14556 -0.603
O 2.35890 -0.88138 1.06656 -0.619
F -2.12018 0.90385 -1.20366 -0.226
F -1.80540 0.21445 0.74348 -0.244
S 2.09959 -0.13670 -0.24119 0.443
H -1.14839 1.98470 0.09637 0.144
H 0.05663 -0.89550 -0.77300 0.209
```


two:
The following is a DFT calculation (the ωB97M-V functional and the def2-TZVPD basis) of a 2-piece molecular cluster, CH2F2NO2S overall.

Computed properties:
* charge: -1
* HOMO level: -4.78 eV
* Kohn-Sham gap: 7.68 eV

Structure (XYZ):
```
9
Properties=species:S:1:pos:R:3:mulliken_charge:R:1
C -1.64982 0.41537 -0.24116 0.022
N 1.35060 0.56928 -0.04800 -0.597
O -0.27237 0.44661 1.98034 -0.573
O 0.08064 -1.56770 0.72236 -0.604
F -2.58850 -0.49731 0.17507 -0.106
F 0.18734 -0.37593 -2.11192 -0.809
S -0.12537 -0.14193 0.71213 1.066
H 2.00901 -0.14493 -0.48272 0.302
H 1.00847 1.29653 -0.70611 0.299
```


Stability, lowest: two


one:
The following is a DFT calculation (the ωB97M-V functional and the def2-TZVPD basis) of a 2-piece molecular cluster, C5H14NO2 overall.

Computed properties:
* charge: +1
* HOMO level: -13.78 eV
* Kohn-Sham gap: 10.55 eV

Structure (XYZ):
```
22
Properties=species:S:1:pos:R:3:mulliken_charge:R:1
C -1.87427 -0.45865 -0.23908 -1.505
C -0.53294 0.15044 -0.65537 0.202
C -0.03723 0.82777 0.62243 -0.742
C 1.19869 1.75285 0.59204 -0.491
C 1.43562 2.35224 -0.82238 -0.087
O 1.54484 1.67341 -1.79787 -0.471
N 0.35980 -1.04063 -1.17275 -0.248
H -2.45488 -0.85486 -0.92508 0.571
H -2.55939 0.29323 0.33800 0.345
H -1.95375 -1.30673 0.62594 0.228
H -0.59102 0.76322 -1.58407 0.552
H 0.11857 -0.03296 1.42600 0.103
H -0.90272 1.51079 1.02040 0.367
H 2.02685 1.01140 0.90526 0.277
H 1.16163 2.65339 1.39438 0.314
H 1.59615 3.38632 -0.94077 0.475
H 0.15891 -1.85582 -0.57595 0.306
H 1.40031 -0.61009 -1.14921 0.403
H -0.05194 -1.31432 -2.10682 0.411
H -0.51225 -3.53637 1.77137 0.329
H 0.61548 -2.66766 1.97421 0.317
O -0.14647 -2.69697 1.29931 -0.659
```


two:
The following is a DFT calculation (the ωB97M-V functional and the def2-TZVPD basis) of a 2-piece molecular cluster, C5H14NO2 overall.

Computed properties:
* charge: +1
* HOMO level: -13.41 eV
* Kohn-Sham gap: 9.93 eV

Structure (XYZ):
```
22
Properties=species:S:1:pos:R:3:mulliken_charge:R:1
C -0.62910 0.73757 0.68667 -0.784
O -1.97795 0.48088 0.30897 -0.636
C 0.21682 0.24382 -0.52173 -0.067
C 1.67523 0.69197 -0.40974 -0.801
C 2.19593 0.13000 0.90090 -0.370
C 2.51696 -1.14658 1.07648 -0.696
N -0.48269 0.84447 -1.75949 -0.145
H -0.40321 0.04304 1.49753 0.486
H -0.39445 1.74809 1.03437 0.382
H -2.52959 0.14670 1.03215 0.411
H 0.03672 -0.82694 -0.49304 0.261
H 2.28932 0.29934 -1.22462 0.423
H 1.74775 1.77796 -0.52825 0.478
H 2.34834 0.77047 1.76214 0.372
H 2.76101 -1.90097 0.34204 0.308
H 2.58437 -1.38804 2.13357 0.251
H -1.13735 0.21542 -2.21836 0.343
H 0.26756 1.12094 -2.39821 0.377
H -0.87834 1.73007 -1.43980 0.386
H -4.09596 -2.27376 0.19813 0.320
H -2.89331 -1.49216 -0.38130 0.309
O -3.21807 -1.95229 0.40162 -0.608
```


three:
The following is a DFT calculation (the ωB97M-V functional and the def2-TZVPD basis) of a 2-piece molecular cluster, C5H14NO2 overall.

Computed properties:
* charge: +1
* HOMO level: -14.08 eV
* Kohn-Sham gap: 11.09 eV

Structure (XYZ):
```
22
Properties=species:S:1:pos:R:3:mulliken_charge:R:1
C -1.18527 0.08792 2.34709 -1.551
C -0.31515 -0.04322 1.10885 0.807
C -1.17116 -0.15259 -0.14859 -1.038
C -0.34492 -0.67247 -1.38472 -0.418
C 0.05362 0.47588 -2.24606 0.143
O 0.33708 1.57135 -1.81305 -0.558
N 0.50450 1.26977 0.99004 -0.200
H -0.65449 0.46664 3.24016 0.424
H -1.29586 -0.93618 2.68672 0.446
H -2.18915 0.49962 2.24868 0.347
H 0.38195 -0.86170 1.23469 -0.099
H -1.61477 0.78248 -0.48506 0.431
H -1.96291 -0.88348 0.02980 0.422
H -1.00345 -1.28935 -2.00977 0.364
H 0.32538 -1.42430 -0.94148 0.123
H 0.07597 0.25556 -3.32158 0.389
H 1.25617 1.25763 1.67225 0.389
H -0.09436 2.04535 1.27442 0.359
H 0.83230 1.43476 0.02835 0.290
H 1.98528 -2.45205 1.15344 0.292
H 2.19393 -2.66996 -0.32258 0.301
O 1.83548 -2.01867 0.29433 -0.662
```


four:
The following is a DFT calculation (the ωB97M-V functional and the def2-TZVPD basis) of a 3-piece molecular cluster, C5H14NO2 overall.

Computed properties:
* charge: +1
* HOMO level: -13.37 eV
* Kohn-Sham gap: 8.48 eV

Structure (XYZ):
```
22
Properties=species:S:1:pos:R:3:mulliken_charge:R:1
C -2.07201 -0.50269 -1.99645 -1.015
C -0.90268 -1.17486 -1.26296 -0.732
C 0.22419 -0.33961 -0.94478 0.789
C 0.94119 0.15149 -2.02495 -0.921
C -0.39587 -0.17428 1.33285 -0.182
N 0.50170 -0.00013 0.41691 0.150
H -2.12197 -0.15559 -2.97394 0.395
H -2.86904 -1.31732 -2.00026 0.324
H -2.65523 0.26407 -1.40651 0.267
H -1.44772 -1.78852 -0.54422 0.441
H -0.77705 -2.05126 -2.01998 0.264
H 0.76887 0.21756 -3.09093 0.314
H 1.87602 0.70991 -1.87764 0.123
H -0.05023 -0.10639 2.37115 0.371
H -1.51164 -0.41104 1.18800 0.265
H 1.35331 0.59699 0.57563 0.192
H 0.03718 0.60160 4.66551 0.351
H -1.44129 0.32715 4.32427 0.314
O -0.72090 0.71741 3.96036 -0.681
H 4.14405 1.59169 1.15581 0.335
H 3.73400 1.36854 -0.31429 0.259
O 3.38516 1.47528 0.46639 -0.623
```


Stability, lowest: four


one:
The following is a DFT calculation (the ωB97M-V functional and the def2-TZVPD basis) of a 2-piece molecular cluster, C4H13N overall.

Computed properties:
* HOMO level: -9.21 eV
* Kohn-Sham gap: 10.19 eV

Structure (XYZ):
```
18
Properties=species:S:1:pos:R:3:mulliken_charge:R:1
C -1.39958 0.73346 -1.78470 -1.064
C -0.01787 1.42160 -1.73458 -0.178
C 0.28383 1.89156 -0.33116 -0.964
H -1.29236 -0.32716 -1.36866 0.172
H -1.63140 0.60084 -2.78139 0.357
H -2.08613 1.23751 -1.19135 0.375
H 0.20860 2.28935 -2.40784 0.286
H 0.86235 0.78364 -2.21220 0.243
H 0.81333 0.99088 0.24757 0.064
H 0.84330 2.77718 -0.26998 0.371
H -0.54167 2.11852 0.32676 0.326
C 0.00346 -2.28358 2.02084 -0.459
N 1.46122 -2.02177 2.08932 -0.577
H -0.40518 -2.09183 0.98225 0.089
H -0.55934 -1.54221 2.65177 0.250
H -0.23881 -3.34828 2.24757 0.259
H 1.94932 -2.17802 1.27479 0.209
H 1.74692 -1.05170 2.24098 0.242
```


two:
The following is a DFT calculation (the ωB97M-V functional and the def2-TZVPD basis) of a 2-piece molecular cluster, C4H13N overall.

Computed properties:
* HOMO level: -9.22 eV
* Kohn-Sham gap: 10.24 eV

Structure (XYZ):
```
18
Properties=species:S:1:pos:R:3:mulliken_charge:R:1
C 0.99624 -0.75237 2.76673 -1.066
C 1.11730 0.29680 1.67979 -0.264
N -0.19460 0.89270 1.40614 -0.613
H 0.45183 -1.65905 2.48116 0.288
H 1.98146 -1.12605 3.03929 0.324
H 0.51525 -0.27160 3.60843 0.296
H 1.75173 1.07988 2.09728 0.329
H 1.57645 -0.05310 0.75331 0.263
H -0.12051 1.84622 1.08119 0.248
H -0.66628 0.31903 0.72148 0.196
C -0.91898 0.69150 -2.53414 -0.791
C -0.98023 -0.83583 -2.41240 -0.829
H 0.10002 1.05794 -2.40607 0.246
H -1.53368 1.17319 -1.77368 0.243
H -1.17156 1.10131 -3.52184 0.314
H -0.09903 -1.19793 -1.89321 0.232
H -1.77930 -1.16332 -1.74620 0.268
H -1.02612 -1.39932 -3.34724 0.318
```


Stability, lowest: one